Arrangement a

Density functional theory data (ωB97M-V/def2-TZVPD) for 2 unconnected molecules or ions with the total composition C2H6O2S2.

```
! wB97M-V def2-TZVPD RIJCOSX def2/J DEFGRID3
* xyz 0 1
C 0.000 2.118 1.899
C 0.842 -0.944 -2.381
O 1.944 -0.938 2.408
O 1.096 1.334 2.199
S -0.344 -0.608 -1.062
S 0.698 -0.277 2.193
H -0.874 1.991 2.550
H -0.422 1.976 0.899
H 0.189 3.163 2.076
H 1.372 -0.077 -2.329
H 0.273 -1.223 -3.192
H 1.354 -1.948 -2.150
*
```

Results
Molar mass ... 126.20 g/mol
Frontier orbital gap (alpha / beta) ... 5.2 / 5.2 eV
Lowest unoccupied orbital energy (alpha / beta) ... -2.67 / -2.67 eV

Arrangement b

Density functional theory data (ωB97M-V/def2-TZVPD) for 2 unconnected molecules or ions with the total composition C2H6O2S2.

```
! wB97M-V def2-TZVPD RIJCOSX def2/J DEFGRID3
* xyz 0 1
C 1.552 0.918 -0.108
S 1.795 -0.650 -0.962
S 1.051 -2.054 0.389
H 0.824 1.601 -0.569
H 1.080 0.726 0.856
H 2.473 1.488 -0.054
H 2.187 -2.306 1.079
O -2.361 0.931 0.896
C -2.507 0.323 -0.132
O -1.779 -0.699 -0.557
H -3.336 0.577 -0.808
H -0.980 -0.853 -0.030
*
```

Results
Molar mass ... 126.20 g/mol
Frontier orbital gap ... 9.8 eV
Lowest unoccupied orbital energy ... 0.24 eV
Structure (SMILES) ... O=CO.CSS

Verdict on stability: arrangement a comes out at the bottom.

Arrangement a

Density functional theory data (ωB97M-V/def2-TZVPD) for a single C5H7NO molecule.

```
! wB97M-V def2-TZVPD RIJCOSX def2/J DEFGRID3
* xyz 0 1
O 0.923 -0.076 1.962
C 2.222 -0.518 -1.186
C 1.308 -0.168 -0.322
C 0.481 0.118 0.656
C -0.942 0.556 0.537
C -1.748 0.281 -0.671
N -2.013 -0.446 0.567
H 1.088 0.786 2.363
H 2.919 0.209 -1.599
H 2.339 -1.555 -1.495
H -1.177 1.446 1.126
H -1.269 -0.238 -1.498
H -2.528 0.982 -0.960
H -1.603 -1.376 0.520
*
```

Results
Molar mass ... 97.12 g/mol
Frontier orbital gap ... 10.0 eV
Lowest unoccupied orbital energy ... 0.83 eV
Structure (SMILES) ... C=C=C(O)[C@H]1CN1

Arrangement b

Density functional theory data (ωB97M-V/def2-TZVPD) for a single C5H7NO molecule.

```
! wB97M-V def2-TZVPD RIJCOSX def2/J DEFGRID3
* xyz 0 1
C -1.051 -0.869 0.635
C -0.550 0.453 0.038
C 0.862 0.352 -0.588
C 1.902 -0.115 0.410
O 1.993 -1.262 0.779
C -1.477 0.925 -1.003
N -2.198 1.282 -1.834
H -2.091 -0.771 0.958
H -0.442 -1.159 1.494
H -0.986 -1.674 -0.103
H -0.542 1.224 0.820
H 0.835 -0.371 -1.411
H 1.149 1.326 -0.993
H 2.596 0.659 0.799
*
```

Results
Molar mass ... 97.12 g/mol
Frontier orbital gap ... 10.9 eV
Lowest unoccupied orbital energy ... 0.45 eV
Structure (SMILES) ... C[C@H](C#N)CC=O

Arrangement c

Density functional theory data (ωB97M-V/def2-TZVPD) for a single C5H7NO molecule.

```
! wB97M-V def2-TZVPD RIJCOSX def2/J DEFGRID3
* xyz 0 1
O 2.188 -0.056 1.542
C 1.153 0.119 0.923
C 0.257 1.221 0.824
N -0.745 0.652 -0.153
C 0.113 -0.033 -1.247
C 0.460 -0.938 -0.023
C -1.015 -0.727 0.361
H 0.591 2.184 0.442
H -1.424 1.405 -0.032
H 0.883 0.618 -1.662
H -0.442 -0.547 -2.044
H 0.929 -1.912 -0.119
H -1.730 -1.258 -0.281
H -1.308 -0.733 1.408
*
```

Results
Molar mass ... 97.12 g/mol
Frontier orbital gap ... 8.0 eV
Lowest unoccupied orbital energy ... 0.50 eV
Structure (SMILES) ... [O-]C1=C[N@H+]2C[C@@H]1C2

Arrangement d

Density functional theory data (ωB97M-V/def2-TZVPD) for a single C5H7NO molecule.

```
! wB97M-V def2-TZVPD RIJCOSX def2/J DEFGRID3
* xyz 0 1
C -1.320 -1.449 0.144
C -0.603 -0.159 -0.149
C 0.811 -0.166 -0.566
C 1.727 0.764 0.120
O 1.303 1.620 0.965
C -1.194 1.091 -0.026
N -1.509 2.218 0.122
H -2.367 -1.253 0.390
H -0.885 -1.998 0.992
H -1.315 -2.134 -0.716
H 0.316 1.501 1.087
H 1.276 -1.161 -0.591
H 0.988 0.229 -1.601
H 2.771 0.899 -0.170
*
```

Results
Molar mass ... 97.12 g/mol
Frontier orbital gap (alpha / beta) ... 6.3 / 5.7 eV
Lowest unoccupied orbital energy (alpha / beta) ... -0.65 / -1.01 eV

Verdict on stability: arrangement c comes out at the bottom.

Arrangement a

Density functional theory data (ωB97M-V/def2-TZVPD) for a gas-phase ion, C8H11N4 (charge +1).

```
! wB97M-V def2-TZVPD RIJCOSX def2/J DEFGRID3
* xyz 1 1
C -2.239 -1.343 0.310
C -1.133 -0.575 0.135
C -1.689 0.734 -0.342
C 1.050 0.859 0.231
C -1.029 2.077 -0.435
C 0.241 2.092 0.489
C 2.556 -0.664 -0.443
C 0.257 -0.707 0.565
N -3.000 0.585 -0.394
N 2.191 0.648 -0.296
N -3.331 -0.622 -0.003
N 1.176 -1.445 -0.295
H -2.483 -2.453 0.505
H -0.739 2.265 -1.415
H -1.667 2.729 -0.024
H -0.250 1.894 1.534
H 0.817 3.089 0.197
H 2.974 -0.921 -1.555
H 3.262 -1.060 0.306
H 0.370 -1.075 1.606
H -4.259 -0.997 -0.297
H 0.645 -1.739 -1.088
H 1.585 -2.303 0.173
*
```

Results
Molar mass ... 163.20 g/mol
Frontier orbital gap ... 9.9 eV
Lowest unoccupied orbital energy ... -3.25 eV
Structure (SMILES) ... c1[nH]nc2c1[C@H]1[NH2+]CN=C1CC2

Arrangement b

Density functional theory data (ωB97M-V/def2-TZVPD) for a gas-phase ion, C8H11N4 (charge +1).

```
! wB97M-V def2-TZVPD RIJCOSX def2/J DEFGRID3
* xyz 1 1
C -0.120 -0.291 -2.285
C 0.191 0.785 -1.433
C -0.212 -1.588 -1.749
C -0.127 -0.599 0.313
C -0.111 0.052 2.597
C 0.832 2.065 -1.914
C -0.490 -2.820 -2.523
C -0.162 1.831 4.381
N -0.367 -1.674 -0.367
N -0.192 -0.868 1.690
N -0.288 0.766 3.513
N 0.196 0.630 -0.064
H -0.156 -0.135 -3.331
H 0.034 -1.755 2.018
H 0.835 2.731 -1.107
H 0.237 2.334 -2.867
H 1.860 1.817 -2.273
H 0.134 -3.665 -2.222
H -0.206 -2.606 -3.588
H -1.560 -3.049 -2.576
H -0.303 1.425 5.412
H -0.911 2.575 4.125
H 0.888 2.039 4.250
*
```

Results
Molar mass ... 163.20 g/mol
Frontier orbital gap ... 9.7 eV
Lowest unoccupied orbital energy ... -3.50 eV
Structure (SMILES) ... C[N+]#CNc1nc(C)cc(C)n1

Verdict on stability: arrangement a comes out at the bottom.

Arrangement a

Density functional theory data (ωB97M-V/def2-TZVPD) for a single CH5N3S molecule.

```
! wB97M-V def2-TZVPD RIJCOSX def2/J DEFGRID3
* xyz 0 1
C -0.234 -0.887 0.120
N -0.855 0.139 0.769
N -1.465 1.124 0.277
N 2.028 0.949 -0.471
S 1.827 -0.344 0.383
H -0.390 -1.976 0.507
H -0.374 -0.891 -1.037
H -0.744 0.274 1.755
H -1.593 0.848 -0.761
H 1.800 0.765 -1.541
*
```

Results
Molar mass ... 91.14 g/mol
Frontier orbital gap (alpha / beta) ... 6.6 / 8.2 eV
Lowest unoccupied orbital energy (alpha / beta) ... -0.71 / 0.24 eV

Arrangement b

Density functional theory data (ωB97M-V/def2-TZVPD) for a single CH5N3S molecule.

```
! wB97M-V def2-TZVPD RIJCOSX def2/J DEFGRID3
* xyz 0 1
C -0.282 0.203 -0.063
H -2.223 -0.007 -0.281
H -1.490 -1.039 0.610
H -1.025 1.930 -0.369
H 0.789 -1.589 -0.340
H 2.547 0.146 1.077
N -1.410 -0.592 -0.221
N -0.145 1.458 -0.085
N 0.877 -0.601 -0.117
S 2.361 0.091 -0.211
*
```

Results
Molar mass ... 91.14 g/mol
Frontier orbital gap ... 9.8 eV
Lowest unoccupied orbital energy ... 0.72 eV
Structure (SMILES) ... [H]/N=C(\N)NS

Verdict on stability: arrangement a comes out at the bottom.

Arrangement a

Density functional theory data (ωB97M-V/def2-TZVPD) for a molecular structure, C4H13N3.

```
! wB97M-V def2-TZVPD RIJCOSX def2/J DEFGRID3
* xyz 0 1
C -1.182 -0.789 -0.050
C 0.472 0.562 2.066
C 1.634 1.732 -1.105
C -1.298 -0.895 -1.546
N 0.314 0.994 0.693
N 1.521 0.797 -0.007
N -0.814 -1.954 0.626
H 0.116 -0.068 -0.090
H -1.999 -0.269 0.438
H -0.044 -2.469 0.219
H -1.288 -2.177 1.490
H 0.703 1.448 2.658
H 1.249 -0.196 2.230
H -0.473 0.131 2.411
H 1.207 1.314 -2.026
H 2.696 1.896 -1.299
H 1.147 2.701 -0.934
H -0.312 -1.095 -1.981
H -1.668 0.038 -1.963
H -1.978 -1.702 -1.831
*
```

Results
Molar mass ... 103.17 g/mol
Frontier orbital gap (alpha / beta) ... 7.7 / 7.5 eV
Lowest unoccupied orbital energy (alpha / beta) ... 0.51 / 0.77 eV

Arrangement b

Density functional theory data (ωB97M-V/def2-TZVPD) for a single C4H13N3 molecule.

```
! wB97M-V def2-TZVPD RIJCOSX def2/J DEFGRID3
* xyz 0 1
C -0.804 0.661 0.598
N -1.088 -0.636 0.970
C -1.678 -1.597 -0.025
N -2.058 -2.943 0.598
C 0.699 1.211 0.367
N 1.376 0.589 -0.769
C 2.297 1.754 -1.320
H -1.609 1.018 -0.209
H -1.148 1.241 1.512
H -0.280 -0.984 1.507
H -0.891 -1.963 -0.757
H -2.562 -0.947 -0.497
H -2.383 -2.852 1.575
H -1.209 -3.517 0.443
H 1.228 1.030 1.311
H 0.635 2.286 0.184
H 2.038 -0.209 -1.029
H 2.754 2.356 -0.303
H 1.742 2.422 -2.073
H 2.941 1.081 -2.083
*
```

Results
Molar mass ... 103.17 g/mol
Frontier orbital gap ... 9.1 eV
Lowest unoccupied orbital energy ... 1.02 eV
Structure (SMILES) ... CNCCNCN

Verdict on stability: arrangement a comes out at the bottom.

Arrangement a

Density functional theory data (ωB97M-V/def2-TZVPD) for 2 unconnected molecules or ions with the total composition C4H13N3.

```
! wB97M-V def2-TZVPD RIJCOSX def2/J DEFGRID3
* xyz 0 1
N -0.763 0.919 -0.942
C -0.264 0.395 0.263
C 1.036 -0.443 0.154
C 0.965 -1.780 -0.526
N 0.996 -1.507 -1.972
C -0.154 1.502 1.305
N -1.322 2.319 1.244
H -1.207 -1.452 -0.513
H -1.292 0.078 -1.292
H -1.030 -0.325 0.673
H 1.098 -0.660 1.335
H 1.850 0.208 -0.186
H 1.730 -2.546 -0.401
H -0.043 -2.135 -0.049
H 0.740 -2.415 -2.424
H 0.204 -0.899 -2.232
H -0.148 1.039 2.287
H 0.764 2.139 1.209
H -1.922 2.312 0.432
H -1.236 3.250 1.635
*
```

Results
Molar mass ... 103.17 g/mol
Frontier orbital gap ... 6.1 eV
Lowest unoccupied orbital energy ... -2.18 eV

Arrangement b

Density functional theory data (ωB97M-V/def2-TZVPD) for 2 unconnected molecules or ions with the total composition C4H13N3.

```
! wB97M-V def2-TZVPD RIJCOSX def2/J DEFGRID3
* xyz 0 1
N 3.534 -1.922 0.892
C -2.561 1.566 0.590
C -2.532 0.446 -0.455
N -1.487 -0.531 -0.528
C -0.268 0.132 -0.888
C 0.837 -0.313 0.145
N 2.101 0.249 -0.150
H -2.442 1.122 1.596
H 4.535 -2.013 0.760
H -3.597 1.915 0.666
H -1.812 2.349 0.443
H -2.779 0.852 -1.498
H -3.481 -0.096 -0.277
H 3.171 -2.255 0.000
H -0.372 1.226 -0.773
H 0.068 -0.127 -1.909
H 0.815 -1.400 0.104
H 0.512 0.227 1.033
H 3.149 -0.957 0.913
H 2.610 -0.470 -0.663
*
```

Results
Molar mass ... 103.17 g/mol
Frontier orbital gap ... 5.2 eV
Lowest unoccupied orbital energy ... -2.58 eV

Verdict on stability: arrangement a comes out at the bottom.